The following is a quantum chemistry calculation of a structure of composition C17H34InN2O3S, from the Open Molecules 2025 dataset.

Positions of all 58 atoms, in Å:
In 4.03 1.06 2.81
C 3.04 -0.79 2.06
C 2.45 -0.62 0.66
C 1.24 0.32 0.63
C 1.40 1.58 -0.24
C 0.69 2.83 0.28
C -0.66 2.59 0.97
C -0.56 2.53 2.48
S -2.11 2.01 3.29
C -2.13 0.37 2.73
N -3.16 -0.36 2.48
N -2.67 -1.62 2.10
C -1.40 -1.49 2.10
O -0.95 -0.27 2.47
H 2.78 2.35 2.87
H 4.64 0.82 4.47
H 5.31 1.56 1.68
H 3.72 -1.65 2.09
H 2.23 -1.01 2.76
H 3.22 -0.23 -0.03
H 2.15 -1.60 0.26
H 0.36 -0.24 0.28
H 1.04 0.62 1.66
H 2.47 1.81 -0.33
H 1.04 1.37 -1.25
H 1.35 3.37 0.97
H 0.51 3.50 -0.57
H -1.33 3.42 0.73
H -1.14 1.69 0.57
H 0.25 1.89 2.83
H -0.39 3.52 2.91
H -0.66 -2.21 1.79
C 1.90 -5.35 -2.24
C 1.14 -6.11 -1.15
C 1.14 -5.09 -0.02
O 1.10 -3.81 -0.64
C 1.37 -3.93 -2.03
H 1.71 -5.72 -3.25
H 2.97 -5.39 -2.05
H 0.12 -6.33 -1.47
H 1.62 -7.05 -0.86
H 2.04 -5.17 0.59
H 0.27 -5.19 0.64
H 0.45 -3.77 -2.60
H 2.09 -3.16 -2.31
C -4.42 2.57 -2.30
C -3.85 3.95 -2.68
C -2.44 3.85 -2.11
O -2.07 2.48 -2.21
C -3.20 1.68 -2.51
H -5.27 2.27 -2.91
H -4.72 2.57 -1.25
H -3.82 4.06 -3.77
H -4.41 4.78 -2.27
H -2.42 4.15 -1.06
H -1.71 4.45 -2.66
H -3.14 1.33 -3.55
H -3.19 0.81 -1.86

The gap between HOMO and LUMO is 6.843 eV. The spin multiplicity is 1. The highest occupied orbital energy comes out at -4.31 eV. The total energy comes out at -43309.23788 eV. As for the total charge: -1.

Mulliken population analysis, charges in e, atoms 1 to 4:
1 In 0.6475
2 C -1.4080
3 C -0.0848
4 C 0.5282

The following is a quantum chemistry calculation of a cluster of 2 separate species, C17H34N2O4S in total, from the Open Molecules 2025 dataset.

Positions of all 58 atoms, in Å:
O 4.70 -3.56 1.09
O -3.57 3.39 -3.58
O 0.25 -3.75 1.90
O -4.83 1.51 -3.58
S -6.02 4.75 -1.86
C 4.55 -2.98 2.15
C -4.20 2.54 -2.97
C 1.44 -3.65 1.58
N 2.14 -4.69 1.11
N 3.42 -2.35 2.50
C 5.68 -2.91 3.14
C 1.61 -6.04 0.91
C -5.00 4.07 0.54
C -0.63 2.35 -0.17
C -1.17 1.32 -2.36
C 3.22 0.69 -0.60
C -3.06 1.92 -0.76
C -4.59 4.03 -0.94
C -4.30 2.59 -1.43
C -1.66 2.33 -1.30
C 0.97 -1.48 -0.37
C 2.81 -0.07 0.67
C 2.30 -1.51 0.42
C 2.14 -2.29 1.75
H -4.68 1.67 -4.52
H -6.13 5.95 -1.25
H 3.11 -4.51 0.88
H 3.43 -1.90 3.40
H 5.41 -3.48 4.03
H 6.57 -3.35 2.69
H 5.89 -1.88 3.40
H 0.55 -6.00 0.69
H 2.13 -6.51 0.08
H 1.77 -6.63 1.82
H -4.16 3.81 1.19
H -5.82 3.38 0.73
H -5.32 5.08 0.81
H 0.35 2.63 -0.55
H -0.55 1.37 0.31
H -0.92 3.08 0.59
H -1.85 1.28 -3.22
H -0.18 1.62 -2.73
H -1.09 0.32 -1.93
H 2.35 0.90 -1.22
H 3.95 0.11 -1.16
H 3.67 1.65 -0.31
H -3.17 0.84 -0.87
H -3.10 2.11 0.32
H -3.71 4.66 -1.10
H -5.17 1.99 -1.17
H -1.71 3.33 -1.74
H 0.66 -2.49 -0.63
H 1.08 -0.93 -1.30
H 0.19 -1.02 0.24
H 3.70 -0.10 1.31
H 2.04 0.50 1.20
H 3.03 -2.03 -0.20
H 1.46 -1.70 2.36

The gap between HOMO and LUMO is 9.569 eV. The spin multiplicity is 1. The highest occupied orbital energy comes out at -8.98 eV. The total energy comes out at -40188.00602 eV. As for the total charge: 0.

Mulliken population analysis, charges in e, atoms 1 to 4:
1 O -0.7340
2 O -0.5422
3 O -0.6847
4 O -0.4723

The following is a quantum chemistry calculation of a structure of composition C17H34NO3Rb, from the Open Molecules 2025 dataset.

Positions of all 56 atoms, in Å:
Rb -0.23 0.13 -1.54
C 1.06 -3.10 1.34
C 0.05 -2.09 0.85
C -0.93 -1.78 1.99
C -0.41 -0.93 3.11
C 0.02 0.40 2.50
C 1.22 0.16 1.53
N 0.77 -0.86 0.46
O 1.57 -0.94 -0.77
C 2.59 -0.29 2.32
C 1.32 1.57 0.97
C -0.75 -2.82 -0.27
H 1.22 -3.01 2.41
H 2.02 -3.09 0.82
H 0.76 -4.12 1.10
H -1.26 -2.71 2.46
H -1.87 -1.37 1.63
H 0.34 -1.41 3.74
H -1.19 -0.73 3.85
H 0.40 0.99 3.34
H -0.86 0.69 1.93
H 2.84 0.53 2.99
H 3.35 -0.52 1.58
H 2.54 -1.27 2.80
H 0.62 1.60 0.14
H 2.26 1.59 0.41
H 1.25 2.31 1.76
H -0.22 -2.96 -1.21
H -1.61 -2.23 -0.58
H -1.06 -3.82 0.03
C 2.22 3.21 -3.04
C 3.02 1.98 -3.05
C 2.07 0.94 -2.40
O 0.91 1.68 -1.97
C 1.38 3.00 -1.81
H 1.70 3.32 -3.99
H 2.86 4.07 -2.84
H 3.98 2.18 -2.58
H 3.09 1.55 -4.05
H 2.44 0.50 -1.48
H 1.79 0.18 -3.13
H 1.84 3.16 -0.84
H 0.58 3.74 -1.73
C -4.31 -0.22 -1.29
C -3.88 0.78 -0.15
C -2.39 0.75 0.00
O -1.95 -0.02 -1.06
C -3.01 -1.04 -1.39
H -4.52 0.30 -2.23
H -5.20 -0.79 -1.02
H -4.34 0.30 0.71
H -4.24 1.80 -0.09
H -2.14 0.33 0.97
H -2.06 1.78 -0.17
H -2.85 -1.89 -0.72
H -2.83 -1.50 -2.36

As for the energy relative to the best compared isomer or geometry (same formula, charge and spin): 1176.2 kJ/mol. The gap between HOMO and LUMO is 5.626 eV. The spin multiplicity is 1. The highest occupied orbital energy comes out at -5.62 eV. The total energy comes out at -26453.45080 eV. As for the total charge: 0.

Mulliken population analysis, charges in e, atoms 1 to 4:
1 Rb 0.3756
2 C -2.0653
3 C 1.8835
4 C -1.2050

The following is a quantum chemistry calculation of a structure of composition C17H34NPPbSi, from the Open Molecules 2025 dataset.

Positions of all 55 atoms, in Å:
C -2.62 2.48 -3.17
C -2.50 2.93 -1.86
C -1.65 2.26 -0.96
C -0.84 1.22 -1.43
C -1.09 0.66 -2.69
C -1.95 1.33 -3.58
C -1.62 2.75 0.46
C -2.55 1.99 1.45
N -2.56 0.54 1.34
Pb 1.41 0.93 -0.70
C -0.39 -0.60 -3.17
P -0.56 -2.03 -2.05
H -3.04 3.81 -1.51
H -2.06 0.95 -4.60
H -3.26 3.02 -3.87
H 0.70 -0.44 -3.32
H -0.80 -0.93 -4.13
H -0.60 2.74 0.85
H -1.96 3.80 0.50
H -2.21 2.21 2.47
C 0.53 -3.36 -2.56
C -2.25 -2.59 -2.15
H -3.58 2.36 1.32
C -3.50 -0.07 0.45
C -2.27 -0.23 2.53
H 1.57 -0.93 -0.39
H -4.52 -0.11 0.87
H -3.54 0.48 -0.50
H -3.18 -1.11 0.24
H -3.11 -0.27 3.25
H -2.01 -1.26 2.26
H -1.41 0.22 3.06
H -2.43 -3.12 -3.10
H -2.44 -3.27 -1.32
H -2.94 -1.74 -2.09
H 0.16 -3.79 -3.50
H 1.56 -3.00 -2.69
H 0.53 -4.14 -1.78
H -0.23 -1.59 -0.73
C 4.32 0.82 0.79
Si 3.12 1.22 2.19
C 2.76 -0.36 3.14
C 3.94 2.45 3.34
C 1.52 1.84 1.41
H 5.32 0.63 1.23
H 4.42 1.68 0.10
H 4.03 -0.07 0.22
H 3.66 -0.66 3.70
H 1.95 -0.20 3.88
H 2.46 -1.18 2.48
H 4.11 3.43 2.85
H 3.34 2.64 4.25
H 4.92 2.06 3.65
H 1.53 2.93 1.28
H 0.61 1.55 1.98

As for the energy relative to the best compared isomer or geometry (same formula, charge and spin): 0.0 kJ/mol. The gap between HOMO and LUMO (alpha / beta) is 6.498 / 4.529 eV. The spin multiplicity is 1. The highest occupied orbital energy (alpha / beta) comes out at -14.46 / -13.91 eV. The total energy comes out at -42066.35085 eV. As for the total charge: +2.

Mulliken population analysis, charges in e, atoms 1 to 4:
1 C -0.8515
2 C -0.6816
3 C 0.6264
4 C 0.3555

The following is a quantum chemistry calculation of a structure of composition C17H34O2P2Re, from the Open Molecules 2025 dataset.

Positions of all 56 atoms, in Å:
P -0.95 2.33 0.47
P -0.55 -0.46 -2.54
C -1.09 2.26 -1.43
C -1.61 1.03 -2.21
H -0.14 2.64 -1.85
H -1.84 3.07 -1.54
H -2.57 0.67 -1.79
H -1.88 1.40 -3.21
C 0.79 0.00 -3.70
H 1.55 -0.81 -3.71
H 1.32 0.93 -3.41
H 0.37 0.13 -4.72
C -1.70 -1.51 -3.49
H -1.84 -1.11 -4.51
H -2.67 -1.58 -2.97
H -1.27 -2.52 -3.56
C -0.59 4.11 0.54
H -0.42 4.46 1.57
H -1.49 4.59 0.13
H 0.27 4.40 -0.08
C -2.72 2.36 0.84
H -3.28 1.59 0.32
H -3.04 3.35 0.48
H -2.90 2.28 1.91
Re 1.24 -0.73 2.02
C 0.01 -1.49 -1.20
C 1.25 -0.85 -0.48
C 1.57 0.62 -0.65
C 1.58 1.46 0.66
C 0.40 1.21 1.63
C -0.63 -0.08 1.76
C -1.41 -0.47 0.53
C -1.10 -1.81 -0.14
C 1.14 -0.60 4.02
H 0.28 -2.44 -1.68
H 2.13 -1.45 -0.80
H 0.95 1.14 -1.40
H 2.62 0.68 -1.01
H 2.59 1.40 1.12
H 1.48 2.53 0.37
H 0.31 1.93 2.46
H -1.27 0.19 2.60
H -1.14 0.30 -0.22
H -2.50 -0.36 0.71
H -0.71 -2.59 0.54
H -2.00 -2.20 -0.64
H 0.70 -1.51 4.45
H 0.63 0.29 4.42
H 2.21 -0.59 4.31
C 2.91 -4.61 2.19
C 2.11 -3.32 2.12
O 0.86 -3.30 2.25
O 2.80 -2.23 1.92
H 2.22 -5.41 2.45
H 3.69 -4.53 2.95
H 3.35 -4.81 1.21

As for the energy relative to the best compared isomer or geometry (same formula, charge and spin): 0.0 kJ/mol. The gap between HOMO and LUMO (alpha / beta) is 5.465 / 5.864 eV. The spin multiplicity is 4. The highest occupied orbital energy (alpha / beta) comes out at -13.54 / -13.63 eV. The total energy comes out at -42962.57080 eV. As for the total charge: +2.

Mulliken population analysis, charges in e, atoms 1 to 4:
1 P 0.3239
2 P 0.8941
3 C -1.1424
4 C -1.0809

The following is a quantum chemistry calculation of a cluster of 3 separate species, C17H35BN5O5 in total, from the Open Molecules 2025 dataset.

Positions of all 63 atoms, in Å:
C 4.90 -3.16 2.81
C 5.44 -2.39 1.47
O 4.69 -1.13 1.28
B 3.61 -1.28 0.27
O 2.85 -2.55 0.29
N 3.40 -0.12 -0.69
C 4.22 0.14 -1.94
C 3.62 1.51 -2.67
N 2.45 2.04 -1.82
C 2.42 1.03 -0.70
C 1.28 1.10 0.51
C 0.13 -0.03 0.08
N 0.15 -1.25 0.97
C -0.54 -0.97 2.29
C 0.62 -0.81 3.47
C -0.53 -2.40 0.22
C -0.03 -4.00 0.35
O -1.59 -2.21 -0.61
H 5.50 -2.79 3.75
H 3.74 -3.00 2.99
H 5.12 -4.32 2.65
H 6.57 -2.08 1.66
H 5.39 -3.13 0.56
H 2.61 -2.87 -0.63
H 5.11 -0.53 -2.33
H 3.96 2.01 -3.67
H 1.84 2.90 -1.99
H 1.74 0.90 1.57
H 0.84 2.20 0.53
H 0.35 -0.41 -1.03
H -0.90 0.53 0.03
H -1.24 -0.04 2.19
H -1.18 -1.92 2.56
H 1.70 -0.98 3.01
H 0.59 0.31 3.83
H 0.45 -1.56 4.36
H 0.82 -4.26 -0.42
H 0.42 -4.15 1.43
H -0.92 -4.76 0.13
C -4.47 -1.13 -0.27
C -5.93 -0.79 -0.45
O -6.45 0.17 0.12
N -6.68 -1.58 -1.27
C -6.26 -2.74 -2.02
H -4.01 -0.41 0.41
H -4.37 -2.13 0.16
H -3.95 -1.08 -1.23
H -7.64 -1.28 -1.34
H -6.45 -2.54 -3.08
H -6.87 -3.58 -1.70
H -5.21 -2.97 -1.88
C 0.20 6.41 -1.24
C -0.12 5.07 -1.84
O 0.64 4.50 -2.62
N -1.31 4.48 -1.50
C -2.33 4.97 -0.61
H 1.17 6.74 -1.61
H -0.56 7.14 -1.54
H 0.25 6.33 -0.15
H -1.45 3.58 -1.94
H -2.46 4.25 0.19
H -3.26 5.05 -1.18
H -2.08 5.95 -0.19

As for the energy relative to the best compared isomer or geometry (same formula, charge and spin): 837.4 kJ/mol. The gap between HOMO and LUMO is 7.368 eV. The spin multiplicity is 1. The highest occupied orbital energy comes out at -10.88 eV. The total energy comes out at -36549.22967 eV. As for the total charge: +1.

Mulliken population analysis, charges in e, atoms 1 to 4:
1 C -0.7451
2 C -0.2601
3 O -0.3946
4 B 0.2882

> Look up the spin multiplicity of the fourth one.

1

> total charge of number 2 (C17H34N2O4S)?

0